Entry 1:
Entry from the Open Molecules 2025 dataset: a cluster of 2 separate species, C6H9N3O2 in total at a distorted geometry (wB97M-V/def2-TZVPD).

Kohn-Sham gap ... 7.92 eV
LUMO level ... 0.0101 Eh
Net charge ... 0
Energy above the lowest of the compared OMol25 structures with the same formula, charge and spin ... 130.4 kcal per mole

Positions of all 20 atoms, in Å:
C (-2.55138, 1.73262, 1.52610)
C (-2.42506, 0.47564, 1.00923)
C (-1.29766, 2.24868, 1.45034)
C (1.04372, 0.52102, -1.22574)
C (1.00451, -1.82423, -1.93166)
C (1.79975, -1.22929, 0.23732)
N (-1.12870, 0.20307, 0.65846)
N (-0.48612, 1.34551, 0.91629)
N (1.20118, -0.70776, -0.93363)
O (0.94244, 1.29716, -2.06777)
O (0.76708, 1.42991, 0.66275)
H (-3.49803, 2.09691, 1.95867)
H (-3.21602, -0.18042, 0.70638)
H (-0.98315, 3.13617, 1.78871)
H (0.03125, -2.19444, -1.75932)
H (1.23888, -1.56491, -3.02468)
H (1.78264, -2.54712, -1.68973)
H (1.36450, -2.28158, 0.39064)
H (2.85189, -1.35730, 0.25716)
H (1.55829, -0.59965, 1.07048)

Atom charges from the Mulliken analysis, given in e for atoms 1 to 4:
1. C -0.44
2. C -0.39
3. C -0.52
4. C 0.66

=====

Entry 2:
Entry from the Open Molecules 2025 dataset: a structure of composition C40H11Cl5F15GeN3ORuS (wB97M-V/def2-TZVPD).

Kohn-Sham gap (alpha / beta) ... 6.52 / 6.53 eV
LUMO level (alpha / beta) ... -0.0824 / -0.0823 Eh
Net charge ... 0
Energy above the lowest of the compared OMol25 structures with the same formula, charge and spin ... 0.0 kcal per mole

Positions of all 78 atoms, in Å:
Ru (0.09504, -0.35090, 0.56990)
O (-1.31428, 0.48836, 1.58526)
C (-2.44844, 1.02466, 1.14970)
C (-3.03397, 2.04101, 1.91414)
C (-4.22341, 2.61673, 1.52506)
C (-4.85871, 2.20211, 0.35564)
C (-4.28807, 1.20757, -0.40553)
C (-3.08386, 0.60724, -0.01874)
C (-2.49455, -0.44580, -0.80974)
N (-1.21179, -0.80908, -0.84264)
C (-1.10575, -1.83560, -1.75852)
C (-2.32289, -2.08953, -2.28584)
N (-3.18531, -1.20688, -1.68244)
H (-2.52130, 2.35111, 2.81451)
H (-4.66138, 3.40374, 2.12490)
H (-5.78226, 2.66740, 0.04046)
H (-4.76432, 0.91312, -1.33350)
H (-0.15762, -2.28156, -1.97037)
H (-2.64619, -2.80381, -3.02084)
H (-4.17997, -1.15746, -1.81439)
N (0.83428, 6.76170, -1.48953)
C (0.76504, 5.65610, -1.18346)
C (0.67274, 4.27193, -0.80245)
C (0.46599, 3.29307, -1.76880)
C (0.37700, 1.96294, -1.39298)
C (0.49400, 1.57952, -0.05996)
C (0.67155, 2.57593, 0.90342)
C (0.76601, 3.90875, 0.53807)
H (0.37259, 3.57587, -2.80896)
H (0.20572, 1.21718, -2.15682)
H (0.70282, 2.33031, 1.95354)
H (0.90344, 4.67255, 1.29210)
F (1.66846, -3.55070, -2.35533)
C (0.82260, -4.59602, -2.25427)
C (0.55673, -5.13288, -1.00560)
C (-0.34913, -6.18116, -0.97474)
F (-0.68383, -6.77081, 0.17682)
C (-0.95632, -6.67185, -2.11887)
F (-1.82184, -7.68066, -2.04752)
C (-0.66150, -6.10446, -3.34513)
F (-1.24422, -6.55955, -4.44823)
C (0.23762, -5.05311, -3.41826)
F (0.51658, -4.49088, -4.59474)
Ge (1.38846, -4.34494, 0.59452)
S (0.38631, -2.54576, 1.35551)
C (1.19936, -5.63315, 2.06923)
C (0.02319, -5.71796, 2.79810)
F (-1.03321, -4.97295, 2.45752)
C (-0.13457, -6.58040, 3.86594)
F (-1.28284, -6.63105, 4.53766)
C (0.91336, -7.40970, 4.22774)
F (0.77850, -8.24717, 5.24828)
C (2.09551, -7.37121, 3.51201)
F (3.10161, -8.17868, 3.84373)
C (2.21533, -6.49310, 2.44907)
F (3.37482, -6.52067, 1.77437)
C (3.32664, -4.10354, 0.36043)
C (4.04742, -3.55205, 1.41271)
F (3.40552, -3.09831, 2.49625)
C (5.42982, -3.50691, 1.43569)
F (6.08204, -3.03085, 2.49258)
C (6.14032, -3.99622, 0.35408)
F (7.46503, -3.95794, 0.35505)
C (5.46357, -4.55599, -0.71282)
F (6.14502, -5.06314, -1.73810)
C (4.08224, -4.62808, -0.68016)
F (3.50788, -5.30680, -1.67878)
Cl (2.02210, 0.03915, 2.26587)
C (2.86385, -0.27555, 0.76628)
C (2.00253, -0.47570, -0.30267)
C (2.62876, -0.65764, -1.52966)
Cl (1.72365, -0.73832, -3.00701)
C (4.02355, -0.75611, -1.63031)
Cl (4.76459, -1.11486, -3.14074)
C (4.83275, -0.56180, -0.51392)
Cl (6.54362, -0.65674, -0.63434)
C (4.24059, -0.27668, 0.71493)
Cl (5.17346, 0.06974, 2.11034)

Atom charges from the Mulliken analysis, given in e for atoms 1 to 4:
1. Ru -1.06
2. O -0.69
3. C 0.70
4. C -0.42

=====

Entry 3:
Entry from the Open Molecules 2025 dataset: the molecule C7H11NO at a distorted geometry (wB97M-V/def2-TZVPD).

SMILES ... C1C[C@@]23COC[C@]2(C1)N3
Kohn-Sham gap ... 9.89 eV
LUMO level ... 0.0346 Eh
Net charge ... 0
Energy above the lowest of the compared OMol25 structures with the same formula, charge and spin ... 114.8 kcal per mole

Positions of all 20 atoms, in Å:
C (-2.09663, -0.13141, 0.10825)
C (-1.19883, 1.18167, -0.03818)
C (0.14198, 0.71222, 0.26640)
C (1.52165, 1.26634, -0.16239)
C (1.80359, -1.12225, -0.04760)
C (0.26861, -0.73468, 0.18246)
C (-0.96979, -1.04026, -0.46825)
H (-2.91971, -0.19069, -0.62641)
H (-2.46273, -0.30876, 1.18557)
H (-1.44311, 1.24213, -1.16423)
H (-1.50435, 2.00061, 0.44183)
H (1.57147, 1.64169, -1.29025)
H (1.76964, 2.03448, 0.49174)
H (2.17943, -1.42310, -1.09046)
H (1.90456, -1.86305, 0.92442)
H (-1.16856, -2.17380, -0.24020)
H (-0.87181, -0.89194, -1.63260)
H (0.89487, -0.20164, 1.78860)
N (0.03561, -0.14460, 1.38530)
O (2.54412, 0.14704, -0.01399)

Atom charges from the Mulliken analysis, given in e for atoms 1 to 4:
1. C -0.64
2. C -0.98
3. C 0.62
4. C -0.64

=====

Entry 4:
Entry from the Open Molecules 2025 dataset: a cluster of 2 separate species, C5H12N in total at a distorted geometry (wB97M-V/def2-TZVPD).

Kohn-Sham gap ... 7.26 eV
LUMO level ... -0.2696 Eh
Net charge ... +1
Energy above the lowest of the compared OMol25 structures with the same formula, charge and spin ... 122.1 kcal per mole

Positions of all 18 atoms, in Å:
C (2.04415, -1.45251, -0.23108)
C (1.96465, -0.03127, 0.35547)
C (0.96577, 0.90590, -0.34734)
C (-0.49516, 0.58670, -0.05024)
C (-0.82776, -0.19938, 0.88395)
N (-3.52254, 0.58289, -0.35871)
H (3.01506, -1.89144, -0.05436)
H (1.82768, -1.46192, -1.29983)
H (1.30156, -2.10252, 0.22868)
H (2.93855, 0.43076, 0.45403)
H (1.56028, -0.11459, 1.36912)
H (1.06168, 0.97641, -1.43213)
H (1.06266, 1.92745, 0.03419)
H (-1.18988, 1.21148, -0.61846)
H (-0.96385, -0.00109, 1.95083)
H (-4.48206, 0.39154, -0.09205)
H (-2.94116, 0.21935, 0.38821)
H (-3.31963, 0.02223, -1.18026)

Atom charges from the Mulliken analysis, given in e for atoms 1 to 4:
1. C -1.01
2. C -0.61
3. C -0.67
4. C 0.12